Entry 1:
Computed, not measured: a structure of composition C3H2AlO3, with ωB97M-V/def2-TZVPD.

The net charge is +3. The LUMO energy (alpha / beta) is -17.278 / -17.746 eV. The value obtained for the HOMO energy (alpha / beta) is -26.243 / -25.400 eV. Its energy above the lowest of the compared OMol25 structures with the same formula, charge and spin is 63.3 kcal/mol. Its spin multiplicity is 1.

Last column: Mulliken charge in e.
Positions of all 9 atoms, in Å:
C  0.536  -1.884  -0.601  -0.44
C  1.061  -0.771  -0.911  0.84
O  0.898  0.448  -0.694  -0.27
C  -0.563  0.893  0.474  0.92
O  -1.162  -0.113  0.805  -0.18
O  -0.530  2.026  0.860  -0.38
H  0.684  -2.907  -0.921  0.41
Al  -0.300  3.577  0.690  1.52
H  -0.624  -1.271  0.298  0.58

=====

Entry 2:
Computed, not measured: the molecule C3H8O, with ωB97M-V/def2-TZVPD.

As for the structure (SMILES): CC(C)O. The LUMO energy is 1.057 eV. The value obtained for the HOMO energy is -10.269 eV. Its energy above the lowest of the compared OMol25 structures with the same formula, charge and spin is 5.5 kcal/mol. Its spin multiplicity is 1.

Last column: Mulliken charge in e.
Positions of all 12 atoms, in Å:
C  1.080  -0.650  0.035  -1.27
C  0.052  0.340  -0.465  0.28
C  -1.361  -0.081  0.025  -1.03
H  1.049  -0.709  1.100  0.37
H  0.957  -1.655  -0.392  0.37
H  2.093  -0.282  -0.259  0.31
H  0.122  0.362  -1.576  0.29
H  -1.345  0.020  1.162  0.25
H  -2.113  0.643  -0.348  0.28
H  -1.558  -1.163  -0.203  0.32
H  0.608  1.529  0.952  0.36
O  0.415  1.646  -0.030  -0.54

=====

Entry 3:
Computed, not measured: a structure of composition C35H33AsMoN3O3S3, with ωB97M-V/def2-TZVPD.

The LUMO energy (alpha / beta) is -0.406 / -0.158 eV. The value obtained for the HOMO energy (alpha / beta) is -7.067 / -6.630 eV. Its energy above the lowest of the compared OMol25 structures with the same formula, charge and spin is 0.0 kcal/mol. The expectation value of S² is 1.24. Its spin multiplicity is 2.

Last column: Mulliken charge in e.
Positions of all 79 atoms, in Å:
Mo  -0.657  0.398  -0.142  0.26
O  -0.199  -0.802  1.538  0.06
N  1.021  -1.378  1.616  0.55
C  1.174  -2.259  2.621  -0.49
C  2.351  -2.932  2.791  -0.80
C  3.394  -2.679  1.899  -0.30
C  3.212  -1.767  0.892  -0.95
C  1.990  -1.095  0.729  0.86
S  1.705  0.016  -0.586  -0.50
H  0.299  -2.370  3.243  0.50
H  2.443  -3.643  3.599  0.42
H  4.336  -3.203  1.995  0.38
H  3.994  -1.548  0.178  0.46
O  -0.973  -3.134  -2.821  -0.68
S  -1.016  -2.679  -1.459  0.88
O  0.123  -2.849  -0.603  -0.67
N  -1.413  -1.093  -1.407  0.26
C  -2.358  -0.581  -2.351  -0.09
C  -3.299  -1.288  -3.047  -0.17
C  -4.182  -0.641  -3.943  -1.13
C  -4.112  0.698  -4.169  -0.88
C  -3.138  1.461  -3.483  1.19
C  -2.965  2.851  -3.684  -0.79
C  -1.997  3.511  -2.997  -1.05
C  -1.211  2.801  -2.068  0.22
N  -1.353  1.518  -1.832  0.07
C  -2.289  0.826  -2.569  0.44
C  -2.339  -3.536  -0.660  0.31
C  -3.095  -4.466  -1.356  -0.28
C  -4.111  -5.142  -0.690  -0.78
C  -4.356  -4.882  0.650  -0.45
C  -3.582  -3.954  1.339  -0.72
C  -2.566  -3.276  0.686  -0.24
H  -3.382  -2.358  -2.927  0.23
H  -4.922  -1.237  -4.463  0.40
H  -4.783  1.188  -4.863  0.39
H  -3.603  3.370  -4.390  0.43
H  -1.823  4.569  -3.135  0.46
H  -0.450  3.317  -1.494  -0.05
H  -2.875  -4.659  -2.398  0.55
H  -4.709  -5.872  -1.220  0.40
H  -5.153  -5.405  1.164  0.39
H  -3.772  -3.762  2.388  0.40
H  -1.943  -2.553  1.201  0.28
S  -2.795  1.150  0.633  -0.30
C  -3.126  0.830  2.353  0.18
C  -3.438  1.887  3.210  -0.63
C  -3.766  1.653  4.539  -0.66
C  -3.798  0.358  5.036  -0.57
C  -3.507  -0.702  4.188  -0.56
C  -3.177  -0.467  2.860  0.34
H  -3.445  2.895  2.819  0.54
H  -4.011  2.487  5.185  0.38
H  -4.059  0.175  6.071  0.38
H  -3.549  -1.719  4.559  0.41
H  -2.968  -1.292  2.194  -0.01
C  -0.719  3.772  1.875  -1.40
As  0.393  2.351  1.186  1.31
C  1.304  1.830  2.811  -1.41
C  1.883  3.295  0.298  -1.53
C  2.036  4.743  0.650  0.25
C  1.193  5.719  0.119  0.27
C  1.341  7.054  0.460  -0.78
C  2.340  7.443  1.346  -0.45
C  3.187  6.485  1.880  -0.66
C  3.035  5.147  1.532  -0.44
H  -0.121  4.619  2.202  0.54
H  -1.260  3.348  2.717  0.34
H  -1.443  4.075  1.121  0.37
H  1.703  2.720  3.297  0.52
H  2.116  1.149  2.558  0.28
H  0.602  1.324  3.471  0.32
H  1.779  3.145  -0.776  0.67
H  2.758  2.726  0.608  0.69
H  0.407  5.431  -0.573  0.32
H  0.675  7.795  0.036  0.41
H  2.457  8.485  1.614  0.38
H  3.975  6.776  2.564  0.38
H  3.706  4.404  1.948  0.39

=====

Entry 4:
Computed, not measured: the ion C5H6N with charge +1, with ωB97M-V/def2-TZVPD.

The net charge is +1. The LUMO energy is -5.619 eV. The value obtained for the HOMO energy is -14.713 eV. Its energy above the lowest of the compared OMol25 structures with the same formula, charge and spin is 83.8 kcal/mol. Its spin multiplicity is 1.

Last column: Mulliken charge in e.
Positions of all 12 atoms, in Å:
C  1.213  0.384  1.461  -0.56
C  -0.292  1.366  -1.389  -0.22
C  -0.297  -1.501  0.529  -0.58
C  -0.868  -1.043  -0.691  0.14
C  0.464  -0.590  1.150  0.43
N  -0.740  0.235  -1.079  -0.10
H  2.277  0.122  1.336  0.26
H  0.957  1.256  1.943  0.36
H  -0.957  2.246  -1.297  0.28
H  0.608  1.526  -1.924  0.31
H  -0.618  -2.399  1.145  0.34
H  -1.747  -1.602  -1.182  0.34

=====

Entry 5:
Computed, not measured: a cluster of 2 separate species, C16H33Cl2F3N2O5P in total, with ωB97M-V/def2-TZVPD.

The net charge is -1. The LUMO energy is 2.388 eV. The value obtained for the HOMO energy is -4.147 eV. Its spin multiplicity is 1.

Last column: Mulliken charge in e.
Positions of all 62 atoms, in Å:
C  -4.897  0.396  1.466  -1.54
C  -3.878  0.845  0.456  0.93
C  -3.174  2.150  0.740  -0.91
N  -3.706  0.123  -0.576  -0.36
C  -2.334  0.105  -1.169  -0.38
O  -1.280  0.305  -0.296  -0.23
P  -0.921  -1.147  0.598  0.65
C  0.693  -1.423  -0.393  -0.57
C  1.335  -2.799  -0.141  0.84
O  0.483  -3.900  -0.395  -0.58
C  1.981  -2.937  1.251  0.67
F  1.226  -3.549  2.175  -0.27
F  3.095  -3.765  1.103  -0.37
F  2.468  -1.786  1.745  -0.24
O  -0.028  -0.369  1.904  -0.55
C  0.370  0.955  1.737  1.18
C  1.324  1.318  2.897  -1.12
N  2.299  2.360  2.597  -0.32
C  1.807  3.717  2.589  -1.11
C  1.377  4.267  1.212  0.50
C  -0.151  4.300  0.962  -1.03
O  2.064  3.600  0.158  -0.60
O  -1.872  -2.070  -0.544  -0.81
C  -2.135  -1.338  -1.688  0.97
C  -3.284  -1.885  -2.530  -1.57
H  -5.568  -0.292  0.955  0.40
H  -5.477  1.219  1.887  0.40
H  -4.392  -0.178  2.242  0.27
H  -2.491  1.995  1.577  0.02
H  -3.937  2.846  1.092  0.56
H  -2.658  2.526  -0.134  0.22
H  -2.355  0.870  -1.959  0.25
H  -0.724  -2.372  1.315  0.22
H  -2.099  -0.956  1.416  -0.16
H  0.511  -1.311  -1.461  -0.18
H  1.451  -0.682  -0.138  0.49
H  2.184  -2.900  -0.824  -0.41
H  0.967  -4.513  -0.945  0.41
H  0.929  1.134  0.812  0.28
H  -0.485  1.637  1.818  -1.00
H  1.868  0.407  3.148  0.41
H  0.750  1.592  3.782  0.32
H  2.848  2.146  1.779  0.29
H  2.525  4.419  3.021  0.29
H  0.929  3.744  3.233  0.36
H  1.688  5.320  1.185  0.51
H  -0.437  5.260  0.538  0.43
H  -0.364  3.543  0.206  0.09
H  -0.712  4.074  1.863  0.25
H  1.778  4.018  -0.654  0.32
H  -1.290  -1.240  -2.395  -0.26
H  -3.725  -2.751  -2.043  0.29
H  -2.927  -2.198  -3.513  0.38
H  -4.047  -1.131  -2.712  0.36
Cl  2.273  -2.024  -3.235  -0.12
C  3.755  -3.006  -3.166  -0.44
C  4.557  -2.934  -4.440  -0.52
Cl  3.737  -3.740  -5.805  -0.20
H  3.469  -4.029  -2.935  0.31
H  4.350  -2.620  -2.339  0.32
H  5.511  -3.441  -4.302  0.35
H  4.749  -1.904  -4.728  0.33

=====

Entry 6:
Computed, not measured: the molecule C4H4ClNO, with ωB97M-V/def2-TZVPD.

As for the structure (SMILES): ClC1=CCON=C1. The LUMO energy is 0.016 eV. The value obtained for the HOMO energy is -9.082 eV. Its energy above the lowest of the compared OMol25 structures with the same formula, charge and spin is 77.5 kcal/mol. Its spin multiplicity is 1.

Last column: Mulliken charge in e.
Positions of all 11 atoms, in Å:
C  0.174  -1.104  -0.013  0.51
C  -0.255  -0.286  0.894  -0.24
C  -0.342  1.206  0.608  -0.36
C  0.653  -0.607  -1.187  -0.29
H  -0.696  -0.712  1.915  0.24
H  0.389  1.916  1.183  0.23
H  -1.364  1.638  0.870  0.25
H  1.176  -1.314  -1.792  0.39
N  0.368  0.568  -1.728  -0.31
O  -0.304  1.531  -0.948  -0.22
Cl  0.200  -2.836  0.197  -0.20

=====

Entry 7:
Computed, not measured: a structure of composition C28H33AsN6O3Se2SmTe2, with ωB97M-V/def2-TZVPD.

The net charge is -1. The LUMO energy (alpha / beta) is 1.402 / 1.408 eV. The value obtained for the HOMO energy (alpha / beta) is -4.805 / -4.823 eV. Its energy above the lowest of the compared OMol25 structures with the same formula, charge and spin is 11.7 kcal/mol. The expectation value of S² is 8.76. Its spin multiplicity is 6.

Last column: Mulliken charge in e.
Positions of all 76 atoms, in Å:
Sm  3.188  2.501  -0.426  1.01
N  1.948  4.774  0.319  -0.37
C  1.142  4.343  1.440  -0.62
C  2.084  3.680  2.452  0.66
O  1.952  3.836  3.660  -0.74
N  3.114  3.063  1.826  -0.17
C  3.981  2.209  2.637  -0.79
C  4.015  0.806  1.988  0.60
O  4.718  -0.138  2.427  -0.73
O  3.301  0.699  0.877  -0.15
H  2.774  5.334  0.602  0.22
H  1.507  5.196  -0.509  0.21
H  0.365  3.600  1.101  0.16
H  0.616  5.120  1.982  0.35
H  3.527  2.293  3.615  0.44
H  5.024  2.674  2.573  0.13
Se  1.388  2.649  -2.849  -0.51
Te  2.867  4.416  -3.730  -0.22
Te  5.531  3.461  -2.706  -0.19
Se  5.706  4.274  -0.390  -0.51
C  2.147  -0.708  -1.205  -0.68
N  3.500  -0.161  -1.502  1.00
C  4.523  -1.002  -0.852  -0.67
N  4.440  -2.396  -1.244  0.01
C  3.058  -2.877  -0.976  -0.81
N  2.044  -2.051  -1.658  0.01
C  2.354  -2.138  -3.086  -0.67
N  3.732  -1.613  -3.403  -0.01
C  3.751  -0.231  -2.937  -0.60
C  4.707  -2.421  -2.648  -0.71
H  1.437  -0.045  -1.697  0.30
H  1.932  -0.724  -0.123  0.15
H  4.360  -0.956  0.288  0.27
H  5.578  -0.712  -1.069  0.21
H  2.888  -2.829  0.061  0.44
H  2.967  -3.936  -1.288  0.31
H  1.652  -1.566  -3.703  0.33
H  2.187  -3.163  -3.457  0.28
H  2.935  0.411  -3.446  0.08
H  4.697  0.206  -3.156  0.21
H  5.700  -2.004  -2.850  0.36
H  4.642  -3.439  -2.993  0.35
C  -5.470  3.074  1.678  -0.37
C  -5.018  2.821  0.371  -0.75
C  -4.221  1.717  0.109  -0.14
C  -3.752  0.862  1.110  0.41
C  -4.131  1.150  2.415  -0.24
C  -5.084  2.179  2.705  -0.76
As  -2.475  -0.615  0.765  0.55
C  -3.239  -1.251  -0.829  0.51
C  -3.931  -2.486  -0.944  -0.05
C  -4.356  -2.940  -2.237  -0.84
C  -4.183  -2.122  -3.323  -0.25
C  -3.532  -0.852  -3.241  -1.00
C  -3.055  -0.506  -2.010  -0.46
C  -3.014  -1.922  2.116  -0.39
C  -2.065  -2.839  2.649  -0.71
C  -2.451  -3.889  3.469  -0.67
C  -3.801  -3.934  3.893  -0.25
C  -4.715  -2.983  3.506  -0.85
C  -4.329  -2.056  2.557  0.53
H  -6.035  3.969  1.991  0.34
H  -5.302  3.579  -0.360  0.35
H  -3.911  1.612  -0.948  0.07
H  -3.544  0.649  3.198  0.46
H  -5.435  2.348  3.706  0.38
H  -4.152  -3.042  -0.065  0.41
H  -4.767  -3.915  -2.372  0.42
H  -4.478  -2.543  -4.288  0.30
H  -3.317  -0.229  -4.068  0.47
H  -2.511  0.429  -1.958  0.50
H  -1.035  -2.751  2.345  0.45
H  -1.779  -4.673  3.711  0.43
H  -4.074  -4.849  4.431  0.31
H  -5.748  -3.035  3.825  0.36
H  -5.067  -1.391  2.150  0.52

=====

Entry 8:
Computed, not measured: a cluster of 2 separate species, C2H6O2S2 in total, with ωB97M-V/def2-TZVPD.

As for the structure (SMILES): O=CO.CSS. The LUMO energy is 0.502 eV. The value obtained for the HOMO energy is -8.352 eV. Its energy above the lowest of the compared OMol25 structures with the same formula, charge and spin is 9.5 kcal/mol. Its spin multiplicity is 1.

Last column: Mulliken charge in e.
Positions of all 12 atoms, in Å:
C  -1.540  -0.844  1.527  -0.74
S  -1.091  -0.735  -0.213  -0.06
S  -1.568  1.228  -0.691  -0.19
H  -2.592  -1.119  1.645  0.32
H  -0.998  -1.695  1.938  0.26
H  -1.336  0.101  2.019  0.26
H  -0.994  1.719  0.423  0.13
O  1.683  -0.126  0.930  -0.45
C  2.192  0.310  -0.059  0.28
O  2.978  -0.393  -0.894  -0.44
H  2.055  1.323  -0.459  0.32
H  2.790  -1.339  -0.817  0.32

=====

Number 1: E_tot -15838.420 eV. Number 2: E_tot -5287.913 eV. Number 3: E_tot -142644.305 eV. Number 4: E_tot -6761.542 eV. Number 5: E_tot -72831.099 eV. Number 6: E_tot -20269.156 eV. Number 7: E_tot -268680.993 eV. Number 8: E_tot -27936.500 eV.